(1)
A 5-piece molecular cluster, H12NO4 overall in a non-equilibrium geometry. Source: the Open Molecules 2025 dataset; level of theory: ωB97M-V with the def2-TZVPD basis set.

The geometry in ORCA input format:
```
! RIJCOSX wB97M-V def2-TZVPD def2/J DEFGRID3
* xyz 1 1
N -0.35 0.52 1.09
H -1.22 0.01 1.26
H -0.41 1.55 1.24
H -0.22 0.36 0.08
H 0.35 0.13 1.75
H 3.51 -1.52 -4.29
H 3.69 -0.38 -3.31
O 3.31 -1.26 -3.39
H -1.01 4.00 1.77
H -2.05 3.30 0.92
O -1.27 3.12 1.47
H 1.03 -2.20 1.03
H 1.78 -2.10 2.33
O 1.12 -1.63 1.80
H -3.21 -0.66 -1.41
H -2.52 -2.04 -1.39
O -2.55 -1.19 -0.95
*
```

Calculated values
E_LUMO	-3.2	eV
energy relative to the best compared isomer or geometry (same formula, charge and spin)	90.8	kJ/mol
calculated total energy	-9869.1140	eV
HOMO-LUMO gap	10.696	eV
F_max	1.1	eV Å⁻¹

Taken from the natural (NBO) analysis, the atomic charges in e are: N -0.898; H 0.450; H 0.473; H 0.448; H 0.480; H 0.476; H 0.468; O -0.944; H 0.506; H 0.496; O -0.972; H 0.491; H 0.503; O -0.978; H 0.486; H 0.491; O -0.975

=====

(2)
C10H22Br12N3OP as an isolated structure in a non-equilibrium geometry. Source: the Open Molecules 2025 dataset; level of theory: ωB97M-V with the def2-TZVPD basis set.

The geometry in ORCA input format:
```
! RIJCOSX wB97M-V def2-TZVPD def2/J DEFGRID3
* xyz -1 2
O -1.42 -0.38 3.63
P -1.10 0.87 2.93
N -0.20 0.57 1.47
C 0.95 -0.23 1.66
C -0.85 0.32 0.21
N -0.01 1.72 3.92
C 0.96 2.69 3.35
C -0.26 1.72 5.35
N -2.36 2.03 2.70
C -2.14 3.31 2.08
C -3.70 1.79 3.15
H 0.68 -1.28 1.54
H 1.54 -0.06 2.56
H 1.67 -0.06 0.86
H -0.34 0.82 -0.61
H -1.91 0.57 0.20
H -1.04 -0.74 0.02
H 1.62 3.08 4.13
H 1.64 2.21 2.66
H 0.61 3.51 2.72
H -1.20 1.29 5.69
H 0.48 1.06 5.81
H 0.00 2.76 5.53
H -1.23 3.14 1.50
H -2.91 3.59 1.36
H -2.00 4.04 2.88
H -4.40 2.34 2.52
H -3.73 1.91 4.24
H -3.94 0.74 3.00
C -0.96 -5.60 -2.47
Br -0.69 -6.14 -0.61
Br 0.33 -4.17 -2.79
Br -2.83 -5.04 -2.78
H -0.75 -6.56 -2.95
C 5.69 -2.00 -2.92
Br 5.45 -0.03 -3.50
Br 7.38 -2.47 -2.02
Br 5.12 -3.30 -4.39
H 4.82 -2.12 -2.27
C -1.04 -0.38 -6.68
Br -1.67 -2.17 -6.17
Br -2.24 0.91 -5.73
Br -1.10 -0.15 -8.67
H 0.01 -0.34 -6.38
C 1.28 -0.89 -3.31
Br 2.30 -1.08 -1.68
Br 2.20 -1.61 -4.95
Br 1.04 1.06 -3.67
H 0.27 -1.25 -3.13
*
```

Calculated values
⟨S²⟩	0.7552
E_LUMO (alpha / beta)	1.3 / 1.3	eV
calculated total energy	-867042.1730	eV
HOMO-LUMO gap (alpha / beta)	2.889 / 7.037	eV
F_max	3.6	eV Å⁻¹

Taken from the natural (NBO) analysis, the atomic charges in e are: O -1.108; P 2.379; N -0.778; C -0.418; C -0.423; N -0.820; C -0.417; C -0.405; N -0.797; C -0.401; C -0.408; H 0.188; H 0.220; H 0.200; H 0.207; H 0.208; H 0.190; H 0.200; H 0.207; H 0.188; H 0.223; H 0.184; H 0.190; H 0.213; H 0.192; H 0.183; H 0.195; H 0.188; H 0.215; C -0.465; Br 0.049; Br 0.121; Br 0.065; H 0.229; C -0.493; Br -0.263; Br -0.135; Br -0.235; H 0.153; C -0.438; Br 0.071; Br 0.066; Br 0.050; H 0.238; C -0.476; Br 0.117; Br 0.108; Br 0.025; H 0.218

=====

(3)
A 18-piece molecular cluster, C40H61N18O4 overall in a non-equilibrium geometry. Source: the Open Molecules 2025 dataset; level of theory: ωB97M-V with the def2-TZVPD basis set.

The geometry in ORCA input format:
```
! RIJCOSX wB97M-V def2-TZVPD def2/J DEFGRID3
* xyz -1 1
N 4.81 -1.12 -1.70
C 4.30 -2.33 -2.39
C 3.15 -1.98 -3.28
C 1.91 -1.46 -2.58
C 1.43 -2.17 -1.35
C 1.24 -3.63 -1.46
O 1.32 -4.30 -2.45
O 0.88 -4.19 -0.24
C 5.39 -2.95 -3.28
O 6.28 -2.18 -3.72
O 5.25 -4.15 -3.49
H 4.67 -1.24 -0.71
H 4.21 -0.33 -1.93
H 4.05 -3.09 -1.66
H 3.47 -1.19 -3.92
H 2.91 -2.83 -3.89
H 2.12 -0.46 -2.27
H 1.10 -1.37 -3.29
H 2.05 -1.94 -0.51
H 0.46 -1.80 -1.10
H -0.06 -4.04 -0.19
C 0.56 2.03 -3.70
C -0.23 1.25 -2.78
N -0.85 0.60 -2.05
H 0.13 3.03 -3.80
H 1.58 2.11 -3.33
H 0.56 1.56 -4.67
C -2.54 -0.11 0.90
C -2.13 -1.37 0.32
N -1.76 -2.34 -0.16
H -1.89 0.15 1.73
H -2.50 0.67 0.15
H -3.56 -0.21 1.27
C -4.00 -3.93 2.36
C -4.38 -2.58 2.72
N -4.63 -1.49 3.00
H -3.36 -4.35 3.13
H -4.89 -4.54 2.24
H -3.45 -3.91 1.42
C 0.80 4.60 -0.66
C 1.40 3.28 -0.55
N 1.87 2.24 -0.47
H -0.28 4.53 -0.65
H 1.12 5.22 0.17
H 1.11 5.07 -1.59
C 0.15 7.90 2.69
C -0.17 7.64 1.30
N -0.43 7.30 0.23
H 0.38 8.95 2.84
H -0.70 7.63 3.30
H 1.00 7.30 2.99
C 3.59 5.18 4.08
C 2.93 6.35 4.62
N 2.32 7.23 5.04
H 4.18 4.70 4.85
H 2.84 4.48 3.71
H 4.23 5.46 3.25
C -5.32 2.49 -1.21
C -4.20 3.13 -0.56
N -3.29 3.58 -0.02
H -5.52 2.96 -2.18
H -5.10 1.42 -1.36
H -6.21 2.57 -0.59
C 4.04 -7.20 -2.36
C 4.63 -8.09 -1.36
N 5.09 -8.76 -0.55
H 4.60 -6.27 -2.42
H 4.06 -7.68 -3.33
H 3.01 -6.97 -2.09
C 1.42 1.73 5.20
C 2.03 2.10 3.94
N 2.49 2.40 2.93
H 1.39 2.60 5.86
H 0.40 1.38 5.04
H 2.00 0.94 5.67
C -0.97 -1.86 6.41
C -1.19 -0.54 6.99
N -1.37 0.49 7.45
H -0.67 -2.56 7.19
H -1.89 -2.21 5.95
H -0.18 -1.81 5.66
C 6.64 0.61 -5.35
C 5.22 0.47 -5.61
N 4.09 0.35 -5.78
H 6.91 1.66 -5.32
H 6.88 0.12 -4.40
H 7.20 0.12 -6.14
C 1.98 -7.01 1.06
C 1.09 -6.73 2.18
N 0.38 -6.50 3.05
H 3.02 -6.87 1.37
H 1.84 -8.04 0.74
H 1.76 -6.33 0.24
C -8.13 -0.36 -0.97
C -8.48 1.04 -0.82
N -8.73 2.15 -0.70
H -7.53 -0.68 -0.12
H -9.03 -0.97 -1.03
H -7.55 -0.50 -1.88
C -1.78 4.26 2.27
C -0.92 4.66 3.37
N -0.21 4.98 4.22
H -1.81 5.04 1.52
H -1.41 3.34 1.83
H -2.79 4.09 2.64
C 2.38 1.38 -8.38
C 1.26 1.73 -7.53
N 0.41 2.01 -6.81
H 3.31 1.54 -7.84
H 2.32 0.33 -8.66
H 2.37 2.00 -9.28
C -2.76 -1.76 -3.80
C -3.70 -1.03 -2.98
N -4.44 -0.45 -2.31
H -1.78 -1.73 -3.33
H -3.08 -2.80 -3.89
H -2.70 -1.31 -4.79
C -5.40 -0.54 7.67
C -4.92 -1.68 6.92
N -4.52 -2.58 6.32
H -5.00 -0.57 8.68
H -5.07 0.38 7.18
H -6.48 -0.55 7.71
*
```

Calculated values
E_LUMO	1.7	eV
calculated total energy	-77479.6351	eV
HOMO-LUMO gap	6.160	eV
F_max	1.6	eV Å⁻¹

Atom charges from the Mulliken analysis, given in e for atoms 1 to 99: N -0.660; C 0.526; C -1.053; C 0.301; C 0.126; C 0.402; O -0.550; O -0.410; C -0.211; O -0.706; O -0.692; H 0.302; H 0.302; H 0.364; H -0.031; H 0.510; H -0.099; H 0.388; H 0.265; H -0.392; H 0.278; C -0.997; C 0.306; N -0.207; H 0.401; H 0.341; H 0.216; C -0.493; C 0.318; N -0.454; H 0.330; H -0.020; H 0.253; C -0.689; C 0.472; N -0.507; H 0.257; H 0.290; H 0.201; C -0.694; C 0.256; N -0.343; H 0.162; H 0.200; H 0.406; C -0.521; C 0.480; N -0.507; H 0.371; H 0.303; H -0.162; C -0.352; C 0.452; N -0.507; H 0.342; H -0.226; H 0.321; C -0.270; C 0.266; N -0.372; H 0.309; H -0.016; H 0.157; C -0.444; C 0.369; N -0.480; H 0.131; H 0.307; H 0.146; C -0.681; C 0.341; N -0.459; H 0.309; H 0.105; H 0.383; C -0.577; C 0.379; N -0.444; H 0.281; H 0.086; H 0.287; C -0.825; C 0.396; N -0.412; H 0.330; H 0.245; H 0.260; C -0.308; C 0.178; N -0.434; H 0.296; H 0.313; H -0.042; C -0.690; C 0.428; N -0.458; H 0.201; H 0.331; H 0.218

=====

(4)
One molecule with the formula C5H7NO in a non-equilibrium geometry. Source: the Open Molecules 2025 dataset; level of theory: ωB97M-V with the def2-TZVPD basis set.

The geometry in ORCA input format:
```
! RIJCOSX wB97M-V def2-TZVPD def2/J DEFGRID3
* xyz 0 1
C 0.97 -0.44 -2.02
C 0.16 -0.20 -0.79
C -1.05 0.46 -0.88
O -1.54 0.57 0.45
C -0.62 0.07 1.26
N -0.92 0.08 2.60
C 0.47 -0.41 0.57
H 1.98 -0.01 -1.95
H 0.49 -0.05 -2.92
H 1.08 -1.52 -2.16
H -0.63 1.40 -1.21
H -1.65 0.74 2.86
H -0.13 0.08 3.22
H 1.40 -0.77 0.97
*
```

Calculated values
E_LUMO	0.9	eV
energy relative to the best compared isomer or geometry (same formula, charge and spin)	196.6	kJ/mol
calculated total energy	-8834.1650	eV
HOMO-LUMO gap	8.570	eV
F_max	2.0	eV Å⁻¹
structure (SMILES)	Cc1coc(N)c1

Taken from the natural (NBO) analysis, the atomic charges in e are: C -0.644; C 0.048; C -0.152; O -0.441; C 0.545; N -0.804; C -0.451; H 0.217; H 0.229; H 0.231; H 0.208; H 0.397; H 0.393; H 0.225